--- i ---
Molecular formula: C6H7I
Method: DFT, ωB97M-V with the def2-TZVPD basis set

Spin multiplicity: 1
HOMO (alpha / beta) in eV: -7.603 / -7.602
Frontier orbital gap (alpha / beta) in eV: 6.844 / 6.844

Positions of all 14 atoms, in Å:
C  0.328  -1.285  0.641
C  1.106  0.376  -1.524
C  0.469  -0.069  -0.274
C  -0.263  0.086  0.831
C  -0.320  0.149  -1.689
C  -1.023  1.130  1.546
I  -0.672  -1.756  -2.724
H  -0.456  -2.170  0.436
H  1.325  -1.607  1.029
H  1.546  1.384  -1.568
H  1.713  -0.432  -1.906
H  -0.949  2.110  1.020
H  -0.672  1.188  2.684
H  -2.132  0.896  1.498

--- ii ---
Molecular formula: C6H7I
Method: DFT, ωB97M-V with the def2-TZVPD basis set

Spin multiplicity: 1
HOMO in eV: -8.938
Frontier orbital gap in eV: 9.385

Positions of all 14 atoms, in Å:
C  0.606  -1.613  1.099
C  0.598  -0.197  -1.782
C  -1.702  2.080  -0.551
C  -0.354  -1.568  0.175
C  -0.206  -0.479  -0.826
C  -1.810  0.744  -0.535
I  -3.464  -0.203  0.225
H  0.620  -2.474  1.728
H  1.401  -0.952  1.267
H  0.709  0.748  -2.344
H  1.466  -0.867  -1.909
H  -2.568  2.614  -0.111
H  -0.746  2.646  -0.565
H  -1.088  -2.329  0.297

Energies, relative to the best one, in hartree: i 0.0799; ii 0.0000.